{
  "formula": "C36H22F9NO4PPtS",
  "method": "the ωB97M-V functional and the def2-TZVPD basis",
  "symbols": ["Pt", "C", "C", "C", "C", "C", "C", "C", "C", "C", "C", "C", "C", "C", "C", "C", "N", "H", "H", "H", "H", "H", "H", "H", "H", "H", "H", "O", "S", "O", "O", "O", "F", "C", "F", "F", "C", "C", "C", "C", "C", "C", "P", "C", "C", "C", "C", "C", "C", "C", "F", "F", "F", "C", "C", "C", "C", "C", "C", "C", "F", "F", "F", "H", "H", "H", "H", "H", "H", "H", "H", "H", "H", "H", "H"],
  "xyz": [[-0.80066, -0.92831, -0.73439], [-0.72939, -0.89275, -5.10492], [-1.78588, -1.72768, -5.43124], [-2.43238, -2.42873, -4.43112], [-2.03045, -2.24973, -3.11694], [-1.01149, -1.37659, -2.74620], [-0.34724, -0.72428, -3.78372], [-1.91107, -3.72123, -1.24523], [-1.80600, -5.09656, -1.26320], [-1.03008, -5.71177, -0.28817], [-0.43526, -4.92016, 0.72286], [0.30454, -5.43087, 1.80058], [0.81917, -4.59475, 2.77385], [0.60823, -3.22415, 2.71509], [-0.10866, -2.68672, 1.66587], [-0.61725, -3.51196, 0.66079], [-1.31647, -2.93350, -0.35408], [-0.20894, -0.35669, -5.88504], [-2.09359, -1.85344, -6.45862], [-3.24487, -3.10713, -4.63981], [0.48664, -0.07389, -3.54742], [-2.33309, -5.66249, -2.01530], [-0.91042, -6.78338, -0.28085], [0.46011, -6.49703, 1.86688], [1.37170, -5.00783, 3.60576], [0.98616, -2.58295, 3.49616], [-0.31918, -1.61830, 1.62261], [-5.04486, -2.14777, -2.14006], [-3.97092, -2.04384, -1.20255], [-3.37119, -0.74975, -1.08274], [-2.72553, -3.06761, -2.17417], [-4.06877, -2.84166, -0.02437], [-4.69833, 3.51448, 3.69780], [-3.86452, 4.28265, 2.97278], [-3.33547, 5.16905, 3.84013], [-4.66690, 5.01660, 2.16243], [-2.83694, 3.49851, 2.23016], [-1.58598, 4.05733, 1.96615], [-0.63489, 3.31942, 1.29720], [-0.92252, 2.01631, 0.87329], [-2.20209, 1.49454, 1.08178], [-3.14986, 2.21480, 1.76895], [0.26036, 0.95663, -0.00999], [1.45786, 0.54264, 1.30336], [2.63118, -0.12329, 0.91288], [3.55064, -0.54188, 1.84347], [3.30375, -0.33116, 3.20224], [2.09464, 0.24032, 3.60954], [1.18139, 0.66057, 2.67028], [4.31068, -0.72324, 4.22790], [4.40416, 0.16977, 5.23748], [4.03671, -1.90668, 4.83024], [5.55664, -0.84921, 3.73534], [1.25050, 2.13359, -0.98278], [0.75921, 2.51801, -2.23507], [1.40288, 3.47675, -2.98044], [2.56046, 4.08710, -2.47950], [3.04736, 3.73056, -1.22052], [2.38581, 2.78058, -0.47753], [3.28105, 5.07712, -3.32850], [2.45790, 5.93860, -3.96293], [4.00050, 4.48598, -4.31809], [4.15988, 5.83869, -2.65281], [-1.36465, 5.06178, 2.29749], [0.33970, 3.73939, 1.09795], [-2.43783, 0.50945, 0.69220], [-4.12470, 1.79594, 1.96198], [2.80971, -0.27261, -0.14346], [4.46682, -1.02075, 1.53289], [1.89162, 0.36293, 4.66293], [0.25152, 1.11086, 2.98714], [-0.13132, 2.02916, -2.60506], [1.02644, 3.77108, -3.94875], [3.93561, 4.20556, -0.83052], [2.75811, 2.51555, 0.49966]],
  "atomic_forces_ev_per_a": [[1.59, 0.77, 0.18], [0.08, 0.09, -0.04], [-0.03, -0.07, -0.08], [-0.13, -0.15, 0.38], [0.92, 0.42, -1.47], [-0.31, 0.06, 0.66], [-0.14, -0.17, -0.13], [0.99, -1.94, 0.22], [-0.41, 0.88, -0.36], [0.02, -0.33, -0.11], [0.16, 0.27, 0.35], [-0.07, 0.12, -0.15], [0.12, -0.03, 0.26], [0.04, -0.14, 0.12], [0.00, -0.12, 0.10], [0.09, -0.12, 0.62], [0.19, 0.66, -0.43], [0.08, 0.05, -0.13], [-0.03, 0.00, -0.09], [-0.11, -0.08, -0.08], [-0.03, 0.03, 0.00], [-0.08, -0.02, -0.07], [0.02, -0.12, 0.03], [0.01, -0.18, -0.01], [0.08, -0.09, 0.04], [0.10, 0.10, 0.10], [0.04, -0.17, -0.02], [-0.02, -0.03, -0.43], [-2.46, 0.36, 0.63], [-0.07, 0.12, -0.13], [0.15, 0.59, 0.33], [0.09, -0.11, 0.03], [0.11, -0.27, -0.08], [-0.69, 0.55, 0.34], [0.32, -0.02, -0.04], [0.19, -0.14, -0.20], [0.23, -0.44, -0.31], [-0.46, 0.11, 0.29], [0.02, -0.63, -0.21], [-0.30, 0.71, -0.07], [0.47, -0.23, -0.18], [-0.07, 0.83, 0.48], [-0.68, -1.36, -0.24], [0.19, -0.63, 0.25], [-0.52, 0.45, -0.11], [0.19, 0.00, 0.60], [-0.44, 0.16, -0.31], [0.73, -0.31, 0.11], [-0.17, 0.27, -0.66], [0.42, -0.41, 0.65], [-0.20, 0.19, -0.08], [-0.19, 0.08, -0.21], [-0.03, 0.04, -0.30], [0.07, 0.82, -0.09], [-0.01, -0.50, 0.44], [0.63, 0.55, -0.01], [-0.38, -0.47, 0.31], [0.07, 0.47, -0.68], [-0.45, -0.56, -0.04], [0.50, 0.49, -0.73], [-0.24, -0.16, 0.16], [-0.16, -0.17, 0.21], [-0.05, -0.13, 0.31], [0.00, 0.04, 0.05], [0.10, 0.11, 0.01], [-0.01, 0.02, 0.02], [-0.10, -0.05, -0.01], [0.08, -0.11, -0.05], [0.06, -0.03, -0.03], [-0.03, 0.03, 0.09], [-0.05, 0.02, 0.07], [-0.10, -0.02, -0.11], [-0.06, -0.01, -0.08], [0.04, 0.05, 0.01], [0.06, 0.01, 0.09]],
  "total_charge": -1,
  "relative_energy_ev": 3.755,
  "mol_weight_g_mol": 961.7,
  "homo_lumo_gap_ev": [4.17, 7.16],
  "multiplicity": 3,
  "energy_ha": -3498.50505,
  "e_homo_ev": [-2.256, -5.261],
  "fmax_ev_per_a": 2.57
}